C36H56BNO21PS2 | ωB97M-V/def2-TZVPD

```
118
Properties=species:S:1:pos:R:3:forces:R:3:mulliken_charge:R:1
C 1.742 -1.753 -3.214 -0.788 0.451 -0.746 -0.890
C 1.907 -0.194 -3.592 0.354 -1.495 -1.180 -0.176
C 3.431 0.209 -3.543 0.280 0.251 -0.036 -0.963
C 3.784 1.549 -2.743 1.310 -0.444 -0.134 -0.108
C 2.902 1.843 -1.518 -0.123 -0.689 1.402 0.531
C 1.852 2.864 -1.292 0.086 -0.036 -0.126 -0.238
C 1.463 3.786 -2.403 -2.238 1.974 2.841 -0.042
S 2.009 3.871 -4.130 -2.263 -0.006 -6.515 1.336
C 3.632 4.761 -4.352 0.544 0.012 1.963 -1.027
O 1.981 2.577 -4.856 1.295 0.845 2.808 -0.591
O 1.068 4.719 -4.911 1.164 0.091 2.860 -0.700
C 0.454 4.821 -2.102 0.978 -1.219 0.715 -0.842
C -0.226 4.985 -0.781 1.624 -1.516 0.945 -0.107
C -1.271 6.161 -0.618 -0.124 -1.064 -0.939 -1.576
C -2.705 5.502 -0.868 0.485 -0.922 -0.430 -0.084
C -2.844 4.908 -2.331 -1.067 0.188 -0.336 -0.202
C -4.294 4.281 -2.577 0.155 -0.473 0.044 -0.730
C -4.330 2.734 -2.265 -0.753 -0.565 0.026 -0.027
C -5.723 2.047 -2.604 -0.346 0.150 0.362 -0.667
C -6.938 2.580 -1.742 -0.183 -0.774 -0.016 -0.654
C -6.895 2.122 -0.209 -0.413 1.871 -0.121 -0.377
O -7.905 1.150 0.106 1.848 -0.253 -0.011 -0.456
C -7.347 -0.173 0.167 -0.519 -1.354 -0.478 -0.283
C 0.108 4.027 0.326 -0.452 0.975 -4.085 0.493
P -0.860 4.323 1.882 2.051 1.906 2.964 0.627
O 0.074 5.044 2.851 -0.810 -1.100 -1.280 -0.784
C 1.146 2.995 0.049 -0.174 -0.383 0.463 0.339
C 1.515 2.020 1.117 2.474 -1.788 -1.813 0.309
C 0.972 1.895 2.567 1.310 -1.105 -0.414 -1.501
S -0.497 0.745 2.633 -3.556 1.855 1.609 0.826
O -1.228 1.112 3.861 1.751 -0.792 -1.382 -0.608
O -1.329 0.840 1.432 2.052 -0.633 0.637 -0.394
C 2.525 0.999 0.780 -2.196 2.345 0.513 -0.667
N 3.168 0.963 -0.458 -2.152 1.958 0.087 1.113
O 4.080 -0.054 -0.583 0.715 0.352 0.875 -0.228
B 5.277 0.211 0.158 1.399 -0.357 1.166 0.263
O 5.664 1.524 0.530 -0.503 -1.517 -1.750 -0.474
O 6.074 -0.905 0.554 -1.109 1.672 -2.113 -0.528
H 1.257 -2.280 -4.094 0.513 0.566 1.066 0.381
H 1.026 -1.868 -2.359 0.961 -0.115 -0.559 -0.048
H 2.728 -2.267 -3.064 -1.004 0.569 0.224 0.294
H 1.592 -0.138 -4.678 0.280 0.324 1.351 0.429
H 1.198 0.468 -3.034 0.826 -0.557 -0.269 0.222
H 4.078 -0.616 -3.114 -1.015 0.865 -0.331 0.472
H 3.827 0.364 -4.592 -0.544 -0.030 1.191 0.403
H 3.952 2.358 -3.486 -0.785 -0.368 1.000 -0.259
H 4.840 1.373 -2.351 -1.296 0.326 -0.196 0.163
H 3.459 5.780 -4.790 -0.210 -1.307 0.198 0.375
H 4.020 4.922 -3.302 -0.148 -0.140 -1.105 0.365
H 4.374 4.136 -4.915 -1.034 0.497 0.364 0.360
H 0.136 5.566 -2.887 0.618 -1.185 0.710 0.370
H -1.097 6.914 -1.444 -0.012 -0.752 1.037 0.465
H -1.197 6.667 0.381 0.082 -0.516 -0.993 0.423
H -2.775 4.605 -0.176 -0.293 1.119 -0.639 -0.003
H -3.549 6.215 -0.662 0.926 -0.605 -0.121 0.411
H -2.105 4.087 -2.544 -0.511 0.833 0.347 0.128
H -2.700 5.705 -3.117 0.073 -0.618 0.935 0.273
H -5.076 4.822 -1.960 0.920 -0.559 -0.617 0.197
H -4.602 4.408 -3.658 0.446 -0.034 1.107 0.348
H -4.127 2.510 -1.170 -0.035 0.416 -1.162 -0.058
H -3.560 2.163 -2.864 -0.555 0.831 0.609 0.323
H -6.003 2.167 -3.693 0.547 -0.022 1.025 0.381
H -5.643 0.937 -2.401 0.055 1.230 -0.299 0.140
H -7.875 2.110 -2.166 0.920 0.526 0.486 0.431
H -7.095 3.696 -1.836 0.382 -1.156 0.173 0.323
H -7.158 3.045 0.398 0.302 -1.063 -0.509 0.272
H -5.861 1.808 0.119 -1.071 0.066 -0.421 0.287
H -6.249 -0.229 -0.106 -1.326 0.211 0.418 -0.041
H -7.530 -0.661 1.174 0.294 0.799 -0.939 0.251
H -7.912 -0.813 -0.583 0.712 0.630 0.757 0.238
H -1.990 5.181 1.719 0.312 -0.930 -0.697 0.197
H -1.333 3.158 2.542 -0.257 0.113 -1.047 0.194
H 1.748 1.339 3.187 -0.841 0.649 -0.742 0.591
H 0.808 2.853 3.128 -0.370 -0.738 -0.669 0.579
H -0.032 -0.553 2.868 0.222 0.866 -0.601 0.161
H 2.785 0.223 1.553 -0.016 0.863 -1.283 0.344
H 6.304 1.800 -0.164 -0.204 0.365 0.863 0.321
H 6.832 -0.873 -0.071 -0.154 -0.511 0.791 0.337
C -1.477 -2.366 -0.302 0.743 -0.137 -0.113 0.149
C -2.553 -3.194 0.337 0.089 -0.565 0.337 -0.164
O -3.706 -2.364 0.212 0.121 0.368 -0.379 -0.318
C -3.485 -1.518 -0.828 -0.308 0.288 -0.129 0.434
O -4.314 -0.805 -1.303 0.322 -0.199 0.118 -0.500
O -2.197 -1.589 -1.256 -0.493 0.022 0.207 -0.358
H -0.718 -2.973 -0.789 -0.123 0.134 -0.087 0.329
H -0.990 -1.690 0.407 -0.074 0.014 -0.016 -0.112
H -2.732 -4.132 -0.194 0.036 0.051 0.020 0.232
H -2.346 -3.415 1.383 -0.225 0.089 -0.040 0.249
C 8.443 0.841 2.205 -0.588 0.020 0.357 0.229
C 9.616 -0.026 2.564 0.103 -0.407 0.510 -0.359
O 10.456 0.090 1.419 -0.293 0.401 -0.199 -0.321
C 10.142 1.261 0.801 0.564 0.172 -0.400 0.647
O 10.766 1.741 -0.091 -0.315 -0.154 0.239 -0.508
O 9.016 1.813 1.336 0.253 -0.175 -0.157 -0.340
H 7.993 1.316 3.077 0.057 0.151 -0.148 0.340
H 7.665 0.302 1.661 0.148 0.000 0.184 -0.151
H 10.157 0.341 3.439 -0.016 0.014 -0.065 0.273
H 9.332 -1.065 2.734 0.160 0.018 -0.150 0.304
C -0.934 -6.714 3.089 -0.368 -0.766 0.212 -0.027
C -0.083 -5.852 3.972 0.082 -0.152 0.792 -0.365
O 0.683 -5.097 3.032 -0.290 0.117 -0.631 -0.309
C -0.018 -5.072 1.869 0.109 -0.056 -0.121 0.550
O 0.260 -4.385 0.929 -0.090 -0.075 0.319 -0.531
O -1.074 -5.922 1.908 0.476 0.630 -0.093 -0.328
H -1.906 -6.930 3.529 0.002 0.083 -0.186 0.246
H -0.446 -7.654 2.827 0.017 0.110 0.014 0.207
H -0.673 -5.163 4.581 0.017 0.006 -0.075 0.255
H 0.565 -6.435 4.625 0.085 0.099 -0.159 0.280
C -3.590 -10.148 4.572 -0.723 0.089 -0.043 -0.292
C -2.902 -11.483 4.551 -0.317 -0.647 0.029 -0.353
O -1.555 -11.140 4.236 0.042 0.600 0.119 -0.305
C -1.367 -9.851 4.614 0.418 -0.060 0.055 0.671
O -0.305 -9.306 4.643 -0.360 -0.028 -0.029 -0.532
O -2.543 -9.259 4.955 0.451 -0.165 -0.124 -0.301
H -4.412 -10.112 5.287 0.158 0.165 0.037 0.298
H -3.963 -9.852 3.588 0.056 -0.016 0.027 0.260
H -2.922 -11.981 5.524 0.029 0.059 -0.032 0.272
H -3.318 -12.155 3.802 0.229 0.032 -0.024 0.299
```
Positions in Å, forces in eV/Å.

Multiplicity   1
Total charge   +1
HOMO   -10.399 eV
Electronic energy   -4202.347418 hartree
Maximum force   6.90 eV/Å

***

C19H53Br6O16P3S4 | ωB97M-V/def2-TZVPD

```
101
Properties=species:S:1:pos:R:3:forces:R:3:mulliken_charge:R:1
C 0.957 3.979 -4.256 1.723 -1.406 0.847 -0.711
O 1.625 2.831 -3.569 -1.673 -0.636 0.234 -0.297
P 0.764 1.576 -2.990 -0.216 1.570 0.223 -0.320
O 0.673 1.340 -1.523 0.761 -0.012 -1.091 0.830
O -0.705 1.878 -3.569 0.271 -0.800 -0.240 -0.313
C -1.785 0.888 -3.346 1.299 1.268 -0.518 -0.286
O 1.409 0.387 -3.826 0.144 -0.565 -0.273 -0.348
C 2.340 -0.585 -3.260 -1.529 0.786 0.720 0.054
H 0.115 4.265 -3.677 -0.745 0.404 0.156 0.299
H 0.761 3.693 -5.268 -0.585 -0.300 -0.482 0.350
H 1.723 4.730 -4.289 0.200 0.474 0.300 0.221
H -1.809 0.262 -4.220 -0.052 -0.350 -0.359 0.428
H -2.715 1.446 -3.285 0.077 -0.063 0.295 0.269
H -1.550 0.305 -2.476 -0.100 0.055 0.473 -0.188
H 1.988 -0.726 -2.251 0.455 -0.033 0.742 0.073
H 3.356 -0.224 -3.297 0.184 0.001 -0.185 0.449
H 2.176 -1.544 -3.717 0.215 -0.053 -0.784 -0.368
C 4.001 1.954 -0.887 -1.745 -0.491 -2.156 -0.432
O 5.015 1.953 0.102 -0.496 -0.200 -0.367 -0.354
P 5.003 0.784 1.138 1.193 2.158 1.658 1.143
O 4.638 -0.540 0.696 -0.396 -1.383 -0.551 -0.687
O 4.102 1.382 2.316 0.512 -0.660 0.017 -0.177
C 4.274 0.749 3.622 0.229 0.683 -1.150 -0.756
O 6.501 0.962 1.726 -0.401 -1.306 -0.598 -0.399
C 7.420 -0.089 1.331 0.674 -0.532 0.438 -0.687
H 4.188 2.783 -1.575 -0.055 -0.022 0.444 0.351
H 2.932 2.021 -0.554 1.121 0.272 0.413 -0.064
H 3.961 1.029 -1.532 0.679 0.574 0.898 0.254
H 4.193 -0.330 3.544 0.043 -0.067 0.089 0.305
H 3.501 1.185 4.197 -0.867 0.052 0.754 0.249
H 5.220 1.081 4.024 0.344 -0.230 0.116 0.307
H 8.063 -0.327 2.191 -0.411 0.151 -0.067 0.234
H 8.118 0.222 0.545 -0.505 0.291 -0.057 0.266
H 6.905 -1.019 1.020 0.122 0.685 0.161 0.284
C -1.830 1.473 1.068 -0.422 0.818 0.421 -0.175
O -3.069 1.686 1.791 -0.259 0.389 0.484 0.183
P -3.214 2.980 2.739 0.014 0.992 -1.037 0.574
O -2.577 4.245 2.256 -0.394 -1.875 0.560 -0.711
O -2.718 2.517 4.161 -1.282 -1.061 0.584 -0.380
C -3.282 1.307 4.859 1.055 -0.282 -0.567 -0.346
O -4.814 3.104 2.842 2.012 -1.168 1.171 -0.316
C -5.521 3.564 1.741 -1.223 1.922 -0.114 -0.718
H -1.000 1.707 1.720 0.327 -0.372 0.135 0.337
H -1.843 2.207 0.281 0.253 -0.035 -0.688 0.434
H -1.819 0.448 0.719 0.072 0.102 0.061 -0.307
H -2.760 0.384 4.495 -0.482 0.967 -0.034 0.057
H -4.378 1.164 4.811 0.586 0.593 -0.383 0.271
H -2.981 1.437 5.893 -0.085 0.181 0.055 0.293
H -5.896 4.566 2.032 -0.119 -0.460 -0.352 0.268
H -6.347 2.903 1.576 -0.525 -0.379 -0.211 0.282
H -4.983 3.721 0.820 0.643 -0.314 -0.182 0.299
C -4.815 -1.530 -1.433 -0.053 1.441 -0.873 -0.398
Br -3.260 -1.684 -2.583 -0.426 -0.413 0.006 0.076
Br -6.424 -1.173 -2.483 0.507 -0.332 0.351 -0.046
Br -4.520 -0.106 -0.173 -0.060 -0.159 0.119 0.132
H -4.883 -2.449 -0.920 -0.389 -1.000 0.367 0.318
C -2.743 -3.357 4.135 0.824 1.604 -0.920 0.857
Br -1.982 -2.455 5.735 -0.569 -0.625 -0.797 -0.116
Br -4.582 -2.840 3.756 0.401 -0.083 0.301 -0.035
Br -2.524 -5.240 4.144 0.056 -0.272 0.180 -0.047
H -2.152 -2.942 3.267 -0.634 -0.518 1.208 -0.693
C 1.971 -1.711 2.405 1.424 1.197 0.254 -0.799
S 0.244 -1.924 2.249 -0.075 -1.601 -2.636 0.364
O -0.498 -0.791 2.765 -1.058 1.803 1.378 -0.476
C 0.270 -1.567 0.401 -0.251 -1.909 -0.158 -0.092
H 2.340 -1.763 3.452 -0.546 0.111 -0.594 0.458
H 2.296 -0.756 1.897 -0.233 -0.987 0.684 -0.035
H 2.384 -2.555 1.871 0.312 -0.191 -0.251 0.439
H 0.670 -2.419 -0.230 -0.064 0.859 0.962 0.452
H 0.868 -0.666 0.285 -0.312 0.210 -0.217 0.236
H -0.788 -1.499 0.059 0.748 0.480 0.496 -0.572
C -3.311 -6.413 0.175 -1.348 -1.440 -0.701 -0.982
S -3.190 -4.990 -0.898 1.324 0.020 -0.678 0.643
O -4.551 -4.551 -1.268 -0.743 0.236 0.456 -0.715
C -2.429 -3.872 0.282 -0.795 -0.277 1.211 -0.173
H -3.806 -6.222 1.131 -0.155 0.259 -0.203 0.251
H -2.331 -6.864 0.407 -0.353 0.177 -0.528 0.364
H -3.998 -7.100 -0.475 1.448 0.888 1.375 0.331
H -2.904 -4.024 1.285 0.173 0.474 -0.821 0.009
H -2.433 -2.828 -0.050 -0.166 -0.414 0.012 -0.247
H -1.420 -4.237 0.355 0.646 0.013 -0.032 0.476
C 2.091 -4.625 -4.038 -0.818 0.478 -0.922 -0.866
S 0.456 -4.540 -3.215 0.638 -1.475 0.538 0.388
O 0.680 -4.085 -1.808 0.109 -0.096 -0.031 -0.562
C -0.148 -3.119 -4.045 1.669 0.827 -0.217 -0.471
H 1.964 -4.975 -5.088 -0.113 0.336 0.688 0.363
H 2.760 -5.307 -3.552 0.146 -0.274 0.577 0.370
H 2.464 -3.603 -4.026 0.359 -0.122 -0.030 0.108
H 0.161 -2.299 -3.373 -0.573 -0.105 -0.388 -0.236
H -1.177 -3.250 -4.193 -1.517 0.224 0.007 0.427
H 0.352 -3.015 -5.004 -0.080 0.108 -0.170 0.463
C 0.555 3.909 0.534 -1.215 -0.089 -1.209 -0.641
S 2.003 4.882 0.151 0.743 -0.090 -0.087 0.571
O 2.456 4.619 -1.258 -0.605 0.059 0.432 -0.604
C 1.264 6.544 0.151 1.914 -0.066 -0.024 -1.002
H -0.168 4.069 -0.338 0.781 -0.534 1.251 0.254
H 0.095 4.198 1.477 -0.032 0.582 -0.029 0.584
H 0.806 2.854 0.690 0.208 0.231 -0.650 -0.080
H 1.300 6.935 -0.874 0.086 -0.155 0.339 0.271
H 1.969 7.059 0.831 -0.599 0.301 -0.565 0.337
H 0.293 6.561 0.547 -1.370 -0.026 0.536 0.327
```
Positions in Å, forces in eV/Å.

Multiplicity   1
Total charge   0
HOMO   -8.366 eV
Electronic energy   -20020.548254 hartree
Maximum force   3.09 eV/Å

***

C8H16O2Si | ωB97M-V/def2-TZVPD

```
27
Properties=species:S:1:pos:R:3:forces:R:3:nbo_charge:R:1
C 1.614 -0.779 1.635 0.795 0.049 -2.604 -0.497
C 0.828 -0.858 0.545 0.702 0.064 0.507 0.321
C 1.496 -0.872 -0.794 -2.650 0.573 -0.702 -0.404
C 0.783 -0.571 -1.900 -0.472 0.024 0.973 0.195
O 1.120 -0.504 -3.199 0.608 -1.072 0.442 -0.491
C 2.410 -1.024 -3.565 0.902 0.950 -0.304 -0.272
O -0.565 -0.912 0.656 1.304 0.143 -0.156 -0.864
Si -1.437 0.471 1.156 1.199 -0.770 -0.282 1.897
C -1.115 0.939 2.971 -0.156 -0.485 -0.046 -1.145
C -0.776 1.777 0.063 0.017 0.347 1.293 -1.165
C -3.143 -0.046 0.642 -0.562 -0.179 0.737 -1.154
H 1.243 -0.766 2.579 -1.295 -0.031 2.642 0.192
H 2.698 -0.682 1.576 -0.291 -0.148 -0.348 0.199
H 2.531 -1.002 -0.855 1.333 -0.393 0.298 0.214
H -0.259 -0.291 -1.766 0.021 -0.198 -0.167 0.189
H 2.295 -1.620 -4.483 -0.058 0.222 0.389 0.198
H 2.986 -0.102 -3.796 0.094 -0.795 -0.020 0.189
H 2.998 -1.616 -2.810 -1.130 0.535 -0.465 0.192
H -0.099 1.274 3.296 -0.813 -0.040 -0.763 0.256
H -1.880 1.703 3.232 0.474 -0.495 0.184 0.239
H -1.279 0.000 3.528 -0.301 0.452 0.143 0.239
H 0.187 1.479 -0.288 0.910 0.175 0.013 0.254
H -0.758 2.676 0.669 0.345 0.460 -0.249 0.236
H -1.375 1.923 -0.779 -1.089 0.394 -1.407 0.234
H -3.773 -0.246 1.508 -0.259 0.329 0.136 0.240
H -3.087 -1.038 0.189 0.187 0.263 -0.431 0.263
H -3.644 0.687 -0.009 0.186 -0.373 0.189 0.245
```
Positions in Å, forces in eV/Å.

Multiplicity   1
Total charge   0
HOMO   -7.962 eV
Electronic energy   -754.381369 hartree
Maximum force   2.94 eV/Å

***

Question: Which formula does entry 3 have?
Answer: C8H16O2Si